1.
DFT (the ωB97M-V functional and the def2-TZVPD basis) results for a molecular structure, C30H34N5O5SY.

CARTESIAN COORDINATES (ANGSTROEM)
1 Y -0.294 -0.364 0.703
2 C 6.527 -0.111 -2.341
3 C 5.065 -0.240 -2.023
4 C 4.105 -0.407 -2.986
5 C 2.723 -0.570 -2.691
6 C 1.961 -0.809 -3.867
7 N 0.800 -1.354 -4.114
8 C -0.112 -2.098 -3.246
9 C -1.555 -1.661 -3.458
10 C -1.767 -0.170 -3.217
11 N -3.199 0.131 -3.241
12 C -3.882 1.034 -2.595
13 C -3.555 1.911 -1.524
14 C -4.361 3.079 -1.497
15 C -4.186 4.089 -0.584
16 C -5.015 5.342 -0.587
17 C -3.198 3.878 0.381
18 C -2.422 2.728 0.451
19 C -1.499 2.649 1.572
20 N -0.666 1.723 1.864
21 C 0.116 1.963 3.104
22 C 0.619 0.664 3.710
23 C 1.941 0.195 3.142
24 N 1.866 -0.024 1.675
25 C 2.990 -0.060 1.074
26 C 3.261 -0.249 -0.351
27 C 4.602 -0.170 -0.707
28 C 2.266 -0.453 -1.342
29 O 0.996 -0.470 -1.036
30 C -2.588 1.688 -0.499
31 O -1.954 0.561 -0.383
32 H 6.710 -0.207 -3.409
33 H 7.104 -0.882 -1.829
34 H 6.911 0.857 -2.017
35 H 4.413 -0.448 -4.025
36 H 2.468 -0.514 -4.782
37 H 0.568 -1.404 -5.099
38 H 0.203 -1.941 -2.221
39 H -0.004 -3.154 -3.497
40 H -2.181 -2.232 -2.770
41 H -1.882 -1.933 -4.467
42 H -1.303 0.424 -4.008
43 H -1.360 0.141 -2.264
44 H -3.708 -0.325 -3.988
45 H -4.884 1.160 -2.994
46 H -5.132 3.185 -2.252
47 H -5.769 5.315 -1.371
48 H -4.390 6.220 -0.751
49 H -5.525 5.473 0.367
50 H -3.045 4.641 1.138
51 H -1.551 3.512 2.241
52 H -0.516 2.499 3.813
53 H 0.961 2.612 2.857
54 H -0.153 -0.113 3.620
55 H 0.743 0.759 4.788
56 H 2.262 -0.727 3.634
57 H 2.706 0.952 3.337
58 H 3.893 0.078 1.673
59 H 5.326 -0.020 0.087
60 N -1.662 -2.452 0.232
61 C -1.027 -2.758 1.489
62 C -1.668 -2.511 2.701
63 C -0.924 -2.570 3.875
64 C 0.439 -2.841 3.842
65 C 1.057 -3.131 2.635
66 C 0.336 -3.060 1.449
67 S 1.445 -2.611 5.328
68 O 2.774 -2.459 4.754
69 O 0.878 -1.371 5.835
70 O 1.216 -3.786 6.119
71 H -1.459 -3.163 -0.462
72 H -2.670 -2.375 0.318
73 H -2.730 -2.292 2.726
74 H -1.389 -2.352 4.828
75 H 2.117 -3.356 2.639
76 H 0.817 -3.263 0.495

- highest occupied orbital energy (Eh) = -0.45803
- charge = +2
- largest force on an atom (Eh/bohr) = 0.0056
- E_tot (Eh) = -2249.72168


2.
DFT (the ωB97M-V functional and the def2-TZVPD basis) results for a molecular structure, C9H12N2O2S2 in a non-equilibrium geometry.

CARTESIAN COORDINATES (ANGSTROEM)
1 C -1.602 2.306 2.811
2 C -1.930 1.339 1.923
3 C -0.248 2.770 2.863
4 C -1.027 0.819 1.040
5 C 0.693 2.221 2.068
6 C 0.360 1.195 1.158
7 C 1.466 0.460 0.604
8 C 0.264 0.632 -2.022
9 C 1.100 -0.288 -1.130
10 N -0.114 -3.333 -2.981
11 N 0.825 -2.690 -2.027
12 O -1.196 -1.665 -0.837
13 O 0.600 -2.418 0.560
14 S 2.987 0.377 0.933
15 S 0.213 -1.832 -0.690
16 H -2.383 2.417 3.603
17 H -2.867 0.802 1.901
18 H -0.044 3.500 3.574
19 H -1.334 0.045 0.329
20 H 1.805 2.193 2.210
21 H -0.122 1.451 -1.527
22 H -0.475 -0.026 -2.494
23 H 0.698 0.992 -2.972
24 H 1.990 -0.779 -1.528
25 H -0.184 -4.385 -2.970
26 H -1.015 -2.882 -2.736
27 H 1.538 -3.222 -1.662

- highest occupied orbital energy (Eh) = -0.31192
- charge = 0
- largest force on an atom (Eh/bohr) = 0.1104
- E_tot (Eh) = -1406.34155
- relative energy (zero: lowest compared OMol25 entry of this formula, charge and spin) (kcal/mol) = 0.00


- The lowest charge belongs to which entry?
  C9H12N2O2S2


- Which value of highest occupied orbital energy does entry 2 give?
  -0.31192 Eh